No. 1
Formula: C3H11N2OS
Source: the OMol25 dataset
Level of theory: ωB97M-V with the def2-TZVPD basis set

## Properties
Net charge: -1
LUMO level in eV: 3.707
Energy above the lowest of the compared OMol25 structures with the same formula, charge and spin in kcal per mole: 9.9
Gap between HOMO and LUMO in eV: 6.570

Element x y z (Å)
1 C -0.423 1.083 0.646
2 C -0.678 1.391 -0.830
3 S 0.858 1.386 -1.841
4 N -0.882 -0.272 1.008
5 C -0.298 -0.687 2.269
6 N -0.755 -1.994 2.728
7 H -0.951 1.753 1.334
8 H 0.649 1.220 0.851
9 H -1.414 0.685 -1.232
10 H -1.089 2.395 -0.929
11 H -0.537 -0.904 0.299
12 H 0.790 -0.659 2.195
13 H -0.618 -0.012 3.047
14 H -0.700 -2.680 1.991
15 H -1.659 -1.936 3.159
16 H 0.588 -1.943 -1.462
17 H 1.147 -0.836 -2.299
18 O 1.269 -1.797 -2.124

***

No. 2
Formula: Cl2O4Rb
Source: the OMol25 dataset
Level of theory: ωB97M-V with the def2-TZVPD basis set

## Properties
Net charge: -1
LUMO level in eV: 2.274
Energy above the lowest of the compared OMol25 structures with the same formula, charge and spin in kcal per mole: 21.8
Gap between HOMO and LUMO in eV: 7.928

Element x y z (Å)
1 Rb -2.367 -0.525 -0.453
2 Cl -5.300 -0.208 -0.978
3 Cl 1.520 0.249 0.356
4 O 1.525 -0.998 -0.292
5 O 1.901 1.116 -0.757
6 O 0.113 0.362 0.802
7 O 2.607 0.003 1.323

***

No. 3
Formula: C4H28O10
Source: the OMol25 dataset
Level of theory: ωB97M-V with the def2-TZVPD basis set

## Properties
SMILES: CO.CO.CO.CO.O.O.O.O.O.O
LUMO level in eV: 0.458
Energy above the lowest of the compared OMol25 structures with the same formula, charge and spin in kcal per mole: 24.0
Gap between HOMO and LUMO in eV: 10.194

Element x y z (Å)
1 C -0.214 1.804 0.270
2 O -1.443 2.461 0.401
3 H -0.252 1.000 -0.450
4 H 0.511 2.538 -0.036
5 H 0.192 1.503 1.253
6 H -2.088 1.740 0.509
7 C -1.706 0.380 3.910
8 O -2.916 0.567 3.184
9 H -1.290 -0.624 3.719
10 H -0.893 1.063 3.540
11 H -1.909 0.450 4.998
12 H -3.530 -0.119 3.456
13 C -1.157 -2.724 -1.192
14 O -0.872 -1.844 -0.121
15 H -2.020 -2.286 -1.686
16 H -0.314 -2.884 -1.865
17 H -1.412 -3.668 -0.689
18 H 0.052 -1.553 -0.103
19 C 2.834 -1.362 -2.853
20 O 1.706 -2.180 -2.362
21 H 3.807 -1.795 -2.622
22 H 2.572 -1.159 -3.871
23 H 2.751 -0.435 -2.288
24 H 1.812 -2.224 -1.394
25 O 2.864 1.301 -0.339
26 H 3.770 1.079 -0.553
27 H 2.429 1.664 -1.152
28 O -2.685 -0.105 0.163
29 H -2.032 -0.835 0.041
30 H -3.114 -0.200 1.002
31 O 1.301 1.943 -2.532
32 H 0.639 2.597 -2.289
33 H 1.504 2.153 -3.433
34 O -0.217 4.232 -1.438
35 H -0.013 5.131 -1.215
36 H -1.047 3.916 -0.992
37 O 1.538 -1.269 0.442
38 H 2.175 -0.549 0.322
39 H 1.310 -1.247 1.367
40 O -0.511 -2.728 2.307
41 H -0.992 -3.121 3.027
42 H -1.139 -2.612 1.563

***

No. 4
Formula: C34H46N4PPtSeSi4
Source: the OMol25 dataset
Level of theory: ωB97M-V with the def2-TZVPD basis set

## Properties
Net charge: +3
LUMO level in eV: -8.814
Energy above the lowest of the compared OMol25 structures with the same formula, charge and spin in kcal per mole: 42.0
Gap between HOMO and LUMO in eV: 6.502

Element x y z (Å)
1 Pt 0.308 1.008 1.353
2 Se 6.163 -1.940 5.420
3 N 6.056 -1.270 3.784
4 C 4.809 -0.921 3.594
5 C 4.323 -0.307 2.366
6 C 5.153 -0.057 1.269
7 C 4.605 0.516 0.147
8 C 3.262 0.881 0.155
9 N 2.467 0.686 1.203
10 C 2.981 0.047 2.282
11 C 2.055 -0.276 3.363
12 N 0.744 -0.009 3.153
13 C -0.121 -0.211 4.151
14 C 0.260 -0.722 5.382
15 C 1.582 -1.056 5.585
16 C 2.503 -0.832 4.561
17 C 3.916 -1.161 4.686
18 N 4.440 -1.700 5.757
19 H 6.198 -0.333 1.322
20 H 5.197 0.706 -0.737
21 H 2.828 1.359 -0.708
22 H -1.154 0.038 3.954
23 H -0.482 -0.863 6.154
24 H 1.925 -1.481 6.520
25 C -5.368 0.974 1.009
26 Si -3.888 1.896 1.694
27 C -3.732 1.677 3.547
28 C -3.971 3.685 1.203
29 Si -1.905 0.667 1.098
30 Si -5.258 0.323 -3.307
31 C -3.852 -0.661 -3.924
32 C -6.808 -0.505 -2.852
33 C -5.193 2.139 -3.423
34 Si -2.146 -1.678 0.644
35 C -0.656 -2.266 -0.312
36 C -2.223 -2.416 2.359
37 C -3.715 -2.063 -0.304
38 H -6.278 1.497 1.316
39 H -5.437 -0.046 1.385
40 H -5.371 0.942 -0.086
41 H -4.651 2.019 4.032
42 H -2.911 2.279 3.942
43 H -3.589 0.637 3.856
44 H -4.869 4.115 1.657
45 H -4.057 3.829 0.123
46 H -3.113 4.253 1.557
47 H -4.013 -1.733 -3.824
48 H -2.906 -0.377 -3.459
49 H -3.745 -0.425 -4.992
50 H -6.636 -1.419 -2.279
51 H -7.274 -0.819 -3.798
52 H -7.515 0.145 -2.339
53 H -4.186 2.550 -3.476
54 H -5.771 2.618 -2.631
55 H -5.700 2.392 -4.367
56 H 0.258 -1.761 0.008
57 H -0.777 -2.095 -1.383
58 H -0.515 -3.340 -0.166
59 H -1.270 -2.340 2.883
60 H -2.453 -3.480 2.250
61 H -3.007 -1.983 2.985
62 H -3.620 -1.754 -1.348
63 H -4.609 -1.613 0.124
64 H -3.867 -3.146 -0.301
65 C -1.254 2.424 -1.443
66 P -0.006 2.695 -0.135
67 C -0.533 4.162 0.776
68 C -0.811 5.329 0.060
69 C -1.198 6.478 0.728
70 C -1.288 6.477 2.116
71 C -0.986 5.330 2.835
72 C -0.612 4.172 2.168
73 C 1.463 3.243 -1.023
74 C 2.399 3.995 -0.307
75 C 3.578 4.392 -0.914
76 C 3.832 4.045 -2.236
77 C 2.903 3.304 -2.953
78 C 1.719 2.900 -2.350
79 H -1.469 3.357 -1.965
80 H -2.189 2.071 -0.989
81 H -0.897 1.677 -2.151
82 H -0.706 5.352 -1.020
83 H -1.415 7.379 0.171
84 H -1.581 7.379 2.636
85 H -1.036 5.339 3.916
86 H -0.376 3.276 2.730
87 H 2.202 4.278 0.721
88 H 4.297 4.982 -0.361
89 H 4.750 4.364 -2.711
90 H 3.095 3.046 -3.986
91 H 1.012 2.319 -2.927

***

No. 5
Formula: C34H52Br2O4
Source: the OMol25 dataset
Level of theory: ωB97M-V with the def2-TZVPD basis set

## Properties
SMILES: c1ccccc1.c1ccccc1.c1ccccc1.c1ccccc1.BrCCBr.CCO.CCO.CCO.CCO
LUMO level in eV: 0.338
Gap between HOMO and LUMO in eV: 9.505

Element x y z (Å)
1 C 3.801 4.631 -0.552
2 C 5.196 4.641 -0.546
3 C 5.873 3.506 -0.208
4 C 5.184 2.433 0.217
5 C 3.823 2.455 0.296
6 C 3.101 3.534 -0.180
7 H 3.224 5.489 -0.862
8 H 5.737 5.549 -0.770
9 H 6.947 3.444 -0.302
10 H 5.699 1.536 0.525
11 H 3.303 1.579 0.656
12 H 2.023 3.517 -0.122
13 C -1.102 -1.595 1.350
14 C 0.032 -0.788 1.075
15 C 0.055 -0.047 -0.111
16 C -1.072 -0.037 -0.909
17 C -2.221 -0.793 -0.613
18 C -2.187 -1.536 0.541
19 H -1.155 -2.167 2.264
20 H 0.878 -0.897 1.737
21 H 0.893 0.602 -0.318
22 H -1.027 0.658 -1.734
23 H -3.093 -0.839 -1.248
24 H -3.000 -2.200 0.794
25 C -1.984 -4.325 -5.502
26 C -1.216 -5.400 -5.364
27 C -0.711 -5.822 -4.120
28 C -1.081 -5.094 -2.947
29 C -1.878 -3.988 -3.123
30 C -2.307 -3.605 -4.370
31 H -2.419 -4.040 -6.448
32 H -0.902 -5.968 -6.227
33 H -0.162 -6.753 -4.100
34 H -0.743 -5.341 -1.952
35 H -2.152 -3.464 -2.219
36 H -3.095 -2.873 -4.471
37 C 0.957 2.876 5.175
38 C -0.354 2.483 5.575
39 C -1.244 1.837 4.688
40 C -0.845 1.598 3.333
41 C 0.426 1.931 3.008
42 C 1.331 2.531 3.890
43 H 1.685 3.311 5.843
44 H -0.792 2.739 6.528
45 H -2.249 1.575 4.985
46 H -1.557 1.200 2.625
47 H 0.743 1.745 1.993
48 H 2.305 2.789 3.501
49 Br 5.464 0.830 7.352
50 C 5.107 0.086 5.557
51 C 3.673 0.392 5.197
52 Br 3.254 -0.330 3.318
53 H 5.101 -1.000 5.648
54 H 5.823 0.575 4.896
55 H 3.504 1.469 5.181
56 H 2.940 -0.037 5.880
57 C 2.020 -3.613 -0.471
58 C 2.595 -4.017 -1.818
59 O 3.230 -5.262 -1.647
60 H 1.659 -2.618 -0.210
61 H 2.710 -3.807 0.350
62 H 1.211 -4.319 -0.279
63 H 3.369 -3.305 -2.105
64 H 1.775 -4.125 -2.528
65 H 3.819 -5.324 -2.403
66 C -1.676 4.157 -1.425
67 C -1.720 3.799 -2.891
68 O -1.876 4.973 -3.675
69 H -0.837 4.752 -1.065
70 H -1.802 3.335 -0.720
71 H -2.577 4.728 -1.200
72 H -2.605 3.180 -3.034
73 H -0.807 3.268 -3.161
74 H -2.488 4.827 -4.400
75 C -1.525 0.612 -4.538
76 C -2.782 0.007 -5.207
77 O -3.555 1.100 -5.615
78 H -0.868 -0.130 -4.084
79 H -1.766 1.260 -3.695
80 H -0.979 1.247 -5.235
81 H -3.308 -0.631 -4.497
82 H -2.553 -0.563 -6.107
83 H -4.346 0.798 -6.066
84 C -4.074 -1.080 4.353
85 C -5.041 -0.517 3.317
86 O -5.277 -1.509 2.313
87 H -3.146 -1.451 3.917
88 H -4.462 -1.838 5.032
89 H -3.827 -0.291 5.064
90 H -4.559 0.331 2.829
91 H -5.972 -0.255 3.819
92 H -5.495 -2.322 2.773

***

No. 6
Formula: H2NO2S3
Source: the OMol25 dataset
Level of theory: ωB97M-V with the def2-TZVPD basis set

## Properties
Net charge: -1
LUMO level in eV: 3.319
Energy above the lowest of the compared OMol25 structures with the same formula, charge and spin in kcal per mole: 17.6
Gap between HOMO and LUMO in eV: 7.658

Element x y z (Å)
1 N 0.034 -0.777 -0.672
2 O 2.412 -0.036 -0.125
3 O 0.636 1.171 1.033
4 S -0.469 0.478 -1.589
5 S -1.649 -1.540 0.243
6 S 1.223 -0.138 0.652
7 H -0.619 1.329 -0.576
8 H -1.569 -0.488 1.034

***

No. 7
Formula: C4H4N2OS
Source: the OMol25 dataset
Level of theory: ωB97M-V with the def2-TZVPD basis set

## Properties
SMILES: [H]/N=c1/ccon1C=S
LUMO level in eV: -0.382
Energy above the lowest of the compared OMol25 structures with the same formula, charge and spin in kcal per mole: 61.0
Gap between HOMO and LUMO in eV: 8.554

Element x y z (Å)
1 H 0.184 2.445 -0.001
2 N 1.008 1.817 0.006
3 C 0.688 0.588 -0.004
4 C 1.581 -0.581 -0.004
5 C 0.814 -1.660 0.008
6 O -0.524 -1.391 0.002
7 N -0.604 -0.009 -0.003
8 C -1.825 0.560 0.011
9 S -3.276 -0.190 -0.001
10 H 2.653 -0.507 -0.014
11 H 1.029 -2.707 0.007
12 H -1.729 1.635 -0.007

***

No. 8
Formula: C4H9NO2
Source: the OMol25 dataset
Level of theory: ωB97M-V with the def2-TZVPD basis set

## Properties
SMILES: C[C@@H](C=O)NCO
LUMO level in eV: 1.009
Energy above the lowest of the compared OMol25 structures with the same formula, charge and spin in kcal per mole: 51.5
Gap between HOMO and LUMO in eV: 10.314

Element x y z (Å)
1 C 1.163 1.344 -1.540
2 C 0.220 0.419 -0.720
3 C 0.777 -0.995 -0.802
4 O 0.166 -2.007 -0.612
5 N 0.302 0.767 0.696
6 C -0.550 0.070 1.640
7 O -1.954 0.116 1.253
8 H 1.959 0.773 -1.989
9 H 0.540 2.004 -2.147
10 H 1.615 2.024 -0.824
11 H -0.837 0.330 -1.009
12 H 1.912 -1.047 -0.921
13 H 0.416 1.763 0.789
14 H -0.368 -1.002 1.647
15 H -0.423 0.564 2.603
16 H -1.952 -0.537 0.546

***

No. 9
Formula: CH2N2O2
Source: the OMol25 dataset
Level of theory: ωB97M-V with the def2-TZVPD basis set

## Properties
LUMO level (alpha / beta) in eV: -0.971 / -0.555
Energy above the lowest of the compared OMol25 structures with the same formula, charge and spin in kcal per mole: 170.2
Gap between HOMO and LUMO (alpha / beta) in eV: 9.147 / 9.621

Element x y z (Å)
1 C 0.680 -1.252 -0.692
2 N -0.958 1.771 0.685
3 N 0.106 0.289 -0.686
4 O 0.800 -1.785 -1.730
5 O -0.416 0.611 0.474
6 H 1.036 -1.515 0.210
7 H -1.247 1.879 1.739

***

No. 10
Formula: C20H26AsClCuN4OS2Si2
Source: the OMol25 dataset
Level of theory: ωB97M-V with the def2-TZVPD basis set

## Properties
Spin multiplicity: 2
Net charge: -2
LUMO level (alpha / beta) in eV: 4.029 / 4.028
Energy above the lowest of the compared OMol25 structures with the same formula, charge and spin in kcal per mole: 3.9
Gap between HOMO and LUMO (alpha / beta) in eV: 5.368 / 5.775

Element x y z (Å)
1 Cu -0.246 0.078 -0.367
2 S 1.815 -0.222 0.711
3 C 3.013 0.083 -0.513
4 C 4.364 -0.072 -0.187
5 C 5.388 0.152 -1.098
6 C 6.754 -0.039 -0.701
7 N 7.848 -0.204 -0.378
8 C 5.057 0.557 -2.402
9 C 3.722 0.724 -2.739
10 C 2.672 0.501 -1.834
11 S 1.034 0.725 -2.352
12 C 6.078 0.801 -3.383
13 N 6.896 0.999 -4.169
14 H 4.618 -0.381 0.819
15 H 3.470 1.038 -3.744
16 Cl -2.417 -0.074 -1.293
17 N -0.424 -7.219 -0.150
18 C 0.265 -6.555 -1.133
19 O 0.969 -7.147 -1.929
20 C 0.095 -5.069 -1.123
21 C 1.140 -4.256 -1.541
22 C 0.990 -2.879 -1.454
23 N -0.127 -2.302 -1.020
24 C -1.148 -3.076 -0.665
25 C -1.078 -4.463 -0.682
26 H -0.186 -8.189 -0.031
27 H -0.738 -6.709 0.657
28 H 2.057 -4.700 -1.904
29 H 1.791 -2.203 -1.731
30 H -2.049 -2.550 -0.369
31 H -1.936 -5.053 -0.386
32 C -4.320 2.191 0.787
33 Si -3.251 1.188 1.967
34 C -3.875 -0.588 1.963
35 C -3.689 1.868 3.687
36 As -0.924 1.180 1.802
37 Si -0.641 3.273 0.822
38 C -1.331 4.624 1.955
39 C 1.196 3.597 0.626
40 C -1.436 3.546 -0.855
41 H -5.377 2.011 1.009
42 H -4.116 1.892 -0.242
43 H -4.131 3.262 0.893
44 H -4.939 -0.638 2.217
45 H -3.317 -1.190 2.684
46 H -3.729 -1.005 0.966
47 H -4.770 1.831 3.860
48 H -3.360 2.905 3.791
49 H -3.194 1.284 4.468
50 H -0.883 4.560 2.950
51 H -2.414 4.523 2.067
52 H -1.125 5.618 1.544
53 H 1.727 3.445 1.567
54 H 1.372 4.620 0.278
55 H 1.613 2.904 -0.110
56 H -2.524 3.474 -0.802
57 H -1.084 2.795 -1.562
58 H -1.167 4.536 -1.239

***

No. 11
Formula: C4H8N2O4S
Source: the OMol25 dataset
Level of theory: ωB97M-V with the def2-TZVPD basis set

## Properties
Spin multiplicity: 3
LUMO level (alpha / beta) in eV: 0.339 / -4.431
Gap between HOMO and LUMO (alpha / beta) in eV: 7.621 / 4.257

Element x y z (Å)
1 C 0.488 -1.185 0.914
2 C 0.801 -1.326 -0.761
3 C 0.075 -0.026 -0.894
4 C -1.292 0.008 -1.498
5 N 0.069 -0.021 0.527
6 N 0.198 -2.523 -1.196
7 O 1.456 2.840 2.010
8 O 0.583 -1.927 1.822
9 O -0.854 3.336 2.747
10 O -0.682 1.535 1.411
11 S 0.002 2.211 2.602
12 H 1.788 -1.408 -1.038
13 H 0.784 0.774 -1.175
14 H -1.221 0.698 -2.216
15 H -1.985 0.212 -0.725
16 H -1.488 -0.948 -1.979
17 H 0.484 -3.272 -0.680
18 H 1.665 3.524 1.346
19 H -0.872 -2.502 -1.218

***

No. 12
Formula: H14O7
Source: the OMol25 dataset
Level of theory: ωB97M-V with the def2-TZVPD basis set

## Properties
SMILES: O.O.O.O.O.O.O
LUMO level in eV: 0.541
Energy above the lowest of the compared OMol25 structures with the same formula, charge and spin in kcal per mole: 40.5
Gap between HOMO and LUMO in eV: 11.632

Element x y z (Å)
1 O -2.708 -1.697 0.506
2 H -3.461 -2.247 0.308
3 H -2.389 -1.053 -0.131
4 O -2.627 -0.286 -2.740
5 H -2.857 0.051 -3.605
6 H -1.712 -0.077 -2.514
7 O -0.282 0.852 -1.482
8 H -0.525 1.781 -1.547
9 H 0.340 0.800 -0.738
10 O -1.544 1.548 2.794
11 H -1.807 0.811 3.351
12 H -0.584 1.593 2.795
13 O 1.741 0.092 0.468
14 H 2.050 -0.664 -0.090
15 H 1.072 -0.525 0.858
16 O 5.427 0.962 -1.263
17 H 5.764 1.751 -1.686
18 H 6.074 0.392 -0.849
19 O -0.136 -1.383 1.795
20 H -0.917 -1.525 1.236
21 H 0.146 -2.224 2.160

***

Repeat the second record exactly.
Formula: Cl2O4Rb
Source: the OMol25 dataset
Level of theory: ωB97M-V with the def2-TZVPD basis set

## Properties
Net charge: -1
LUMO level in eV: 2.274
Energy above the lowest of the compared OMol25 structures with the same formula, charge and spin in kcal per mole: 21.8
Gap between HOMO and LUMO in eV: 7.928

Element x y z (Å)
1 Rb -2.367 -0.525 -0.453
2 Cl -5.300 -0.208 -0.978
3 Cl 1.520 0.249 0.356
4 O 1.525 -0.998 -0.292
5 O 1.901 1.116 -0.757
6 O 0.113 0.362 0.802
7 O 2.607 0.003 1.323

***

Which formula does entry 2 have? Cl2O4Rb